P | DFT (ωB97M-V with the def2-TZVPD basis set) results for a structure of composition C14H24BIIrN5O3SSb.

Multiplicity ... 2
Gap between HOMO and LUMO (spin up / spin down) ... 6.9 / 6.9 eV
Total charge ... +2

Structure (XYZ):
```
51
C14H24BIIrN5O3SSb ωB97M-V with the def2-TZVPD basis set
Ir 0.105 0.617 -1.248
N 0.838 -1.508 -1.371
C 1.955 -1.520 -2.347
C 2.827 -0.305 -2.078
N 1.967 0.918 -2.177
H 1.159 -1.768 -0.443
H 0.131 -2.195 -1.614
H 1.524 -1.445 -3.347
H 2.533 -2.442 -2.298
H 3.661 -0.242 -2.776
H 3.229 -0.347 -1.067
H 1.783 1.101 -3.162
H 2.483 1.728 -1.844
O -2.686 -0.258 1.872
B -1.797 -0.563 0.893
O -0.838 -1.483 1.231
C -1.176 -1.810 2.555
C -0.557 -2.704 3.395
C -1.101 -2.806 4.674
C -2.199 -2.045 5.066
C -2.822 -1.151 4.198
C -2.279 -1.068 2.938
H 0.286 -3.303 3.082
H -0.660 -3.500 5.376
H -2.584 -2.152 6.070
H -3.683 -0.567 4.489
C 2.907 0.577 1.635
Sb 1.097 1.452 0.964
C 1.677 3.482 0.759
C -0.002 1.451 2.767
H 3.292 1.175 2.461
H 3.665 0.544 0.856
H 2.710 -0.433 1.992
H 1.710 3.922 1.755
H 0.968 4.034 0.147
H 2.670 3.551 0.317
H 0.593 1.995 3.499
H -0.154 0.429 3.114
H -0.966 1.942 2.648
I -2.669 -1.000 -6.643
C -1.810 0.086 -5.127
C -1.767 1.458 -4.989
N -1.099 1.725 -3.853
N -0.695 0.598 -3.237
C -1.130 -0.402 -4.007
H -2.146 2.250 -5.614
H -0.901 2.627 -3.449
H -0.952 -1.428 -3.729
O -4.287 0.091 -0.705
S -3.035 0.581 -1.192
N -1.775 0.109 -0.438
```

***

Q | DFT (ωB97M-V with the def2-TZVPD basis set) results for a structure of composition C14H24BIIrN5O3SSb.

Multiplicity ... 2
Gap between HOMO and LUMO (spin up / spin down) ... 6.8 / 5.2 eV
Total charge ... +2

Structure (XYZ):
```
51
C14H24BIIrN5O3SSb ωB97M-V with the def2-TZVPD basis set
Ir -0.214 0.952 0.439
N -1.544 2.625 1.399
C -2.576 2.919 0.381
C -3.062 1.627 -0.227
N -1.899 0.929 -0.857
H -1.951 2.338 2.284
H -1.020 3.472 1.595
H -2.097 3.524 -0.393
H -3.410 3.495 0.782
H -3.847 1.809 -0.961
H -3.463 0.973 0.540
H -1.674 1.414 -1.725
H -2.157 -0.016 -1.131
O 1.154 -1.713 -0.262
B 0.788 -0.444 -0.671
O 1.287 -0.183 -1.948
C 2.005 -1.323 -2.316
C 2.713 -1.560 -3.470
C 3.356 -2.793 -3.549
C 3.279 -3.722 -2.516
C 2.556 -3.464 -1.353
C 1.927 -2.244 -1.293
H 2.766 -0.835 -4.271
H 3.934 -3.029 -4.431
H 3.793 -4.668 -2.616
H 2.498 -4.182 -0.547
C -0.578 -3.401 1.400
Sb -1.030 -1.452 2.041
C -1.225 -1.521 4.140
C -3.108 -1.315 1.536
H -1.243 -4.072 1.942
H 0.459 -3.617 1.637
H -0.741 -3.478 0.329
H -2.065 -2.181 4.351
H -1.427 -0.532 4.545
H -0.309 -1.914 4.570
H -3.654 -2.094 2.067
H -3.254 -1.457 0.466
H -3.490 -0.350 1.860
I 3.000 6.067 -0.702
C 1.944 4.326 -0.984
C 1.784 3.610 -2.156
N 1.020 2.547 -1.877
N 0.663 2.529 -0.579
C 1.239 3.604 -0.025
H 2.167 3.786 -3.147
H 0.809 1.755 -2.470
H 1.137 3.810 1.028
O 1.515 -1.332 2.850
S 2.118 -0.054 2.494
N 1.125 0.835 1.800
```

***

What is the stability order? It is P, Q, from most stable to least stable.